The following is a quantum chemistry calculation of C6H13N3 in the gas phase in a non-equilibrium geometry, from the Open Molecules 2025 dataset.

Properties
ΔE to the lowest compared entry with this formula, charge and spin = 44.42 kcal per mole
HOMO = -0.3020 Eh
Total charge = 0
Orbital gap = 9.1 eV
E_LUMO = 0.88 eV

Geometry as XYZ:
```
22
Properties=species:S:1:pos:R:3:nbo_charge:R:1
C 0.57 2.54 -1.37 -0.407
C -1.29 -0.13 0.35 -0.250
C -0.10 -1.02 0.64 0.070
C -0.53 -2.54 0.64 -0.602
C 0.44 -0.66 2.03 -0.619
C 0.98 0.17 -1.09 0.268
H 1.35 2.89 -0.69 0.194
H 0.93 2.53 -2.40 0.208
H -0.33 3.20 -1.26 0.203
H -1.58 1.73 -0.35 0.349
H -1.87 -0.49 -0.56 0.179
H -1.98 -0.08 1.21 0.212
H -1.32 -2.75 1.41 0.198
H -0.77 -2.89 -0.36 0.217
H 0.37 -3.19 0.95 0.218
H -0.06 -1.19 2.81 0.208
H 0.45 0.38 2.18 0.216
H 1.49 -1.01 1.98 0.223
H 1.85 0.43 -1.70 0.179
N 0.05 1.18 -1.10 -0.304
N -0.80 1.24 0.04 -0.460
N 0.90 -0.96 -0.43 -0.500
```

***

The following is a quantum chemistry calculation of a molecular structure, C34H48BMoN5O3PS3 in a non-equilibrium geometry, from the Open Molecules 2025 dataset.

Properties
ΔE to the lowest compared entry with this formula, charge and spin = 0.00 kcal per mole
HOMO (spin up / spin down) = -0.3381 / -0.3372 Eh
Total charge = +1
Spin multiplicity = 3
Orbital gap (spin up / spin down) = 6.6 / 6.4 eV
E_LUMO (spin up / spin down) = -2.64 / -2.75 eV

Geometry as XYZ:
```
96
Properties=species:S:1:pos:R:3:lowdin_charge:R:1
Mo -15.68 4.73 11.00 0.714
C -14.63 6.73 13.26 -0.062
N -15.84 5.89 12.95 -0.264
C -15.88 4.88 14.01 -0.173
C -15.26 3.51 13.65 -0.119
N -14.57 3.45 12.27 -0.311
C -14.43 2.06 11.93 -0.091
C -13.21 4.01 12.32 -0.274
C -12.29 3.64 13.33 -0.026
C -11.00 4.13 13.21 -0.086
C -10.60 4.94 12.18 -0.070
C -11.51 5.39 11.20 -0.108
C -12.83 4.90 11.25 -0.586
S -13.86 5.59 10.00 0.585
C -17.08 6.66 12.92 -0.237
C -17.15 7.97 13.39 -0.028
C -18.33 8.63 13.58 -0.055
C -19.54 7.93 13.43 -0.049
C -19.58 6.59 12.96 -0.038
C -18.33 6.01 12.59 -0.463
S -18.28 4.66 11.43 0.947
H -14.81 7.34 14.19 0.109
H -14.41 7.38 12.45 0.076
H -13.76 6.08 13.42 0.089
H -16.94 4.64 14.26 0.119
H -15.49 5.24 15.03 0.154
H -16.12 2.79 13.65 0.125
H -14.60 3.30 14.52 0.123
H -14.15 1.46 12.82 0.111
H -15.37 1.69 11.55 0.072
H -13.70 1.87 11.16 0.102
H -12.49 2.92 14.09 0.107
H -10.29 3.92 14.01 0.115
H -9.58 5.28 12.05 0.108
H -11.22 5.99 10.32 0.107
H -16.21 8.48 13.58 0.105
H -18.40 9.68 13.91 0.123
H -20.41 8.41 13.80 0.099
H -20.50 6.09 12.78 0.103
C -24.20 3.95 15.97 -0.229
S -22.42 3.68 15.69 0.821
C -21.62 3.42 17.26 -0.266
O -22.37 2.42 14.87 -0.550
H -24.45 3.95 17.02 0.039
H -24.76 3.14 15.54 0.051
H -24.40 4.91 15.49 0.046
H -22.23 3.77 18.06 0.039
H -20.67 3.96 17.22 0.041
H -21.43 2.32 17.38 0.081
C -23.42 -1.82 12.66 -0.074
C -22.13 -2.02 13.48 -0.560
C -21.42 -3.34 13.11 -0.053
C -22.66 -2.20 14.95 -0.041
C -21.19 -0.84 13.39 -0.140
C -20.05 -0.86 14.22 -0.017
C -19.26 0.29 14.40 0.017
C -19.50 1.33 13.56 -0.230
O -18.79 2.48 13.46 0.114
B -19.26 3.20 12.33 -0.578
O -20.48 2.55 11.89 0.132
C -20.48 1.31 12.51 -0.178
C -21.42 0.31 12.54 0.080
H -24.19 -2.58 12.95 0.092
H -23.21 -1.90 11.57 0.098
H -23.87 -0.85 12.84 0.077
H -22.20 -4.07 12.89 0.080
H -20.76 -3.73 13.94 0.095
H -20.73 -3.24 12.27 0.090
H -23.43 -3.04 14.90 0.105
H -23.10 -1.28 15.31 0.083
H -21.80 -2.54 15.52 0.064
H -19.77 -1.77 14.72 0.108
H -18.48 0.40 15.20 0.138
H -22.28 0.39 11.92 0.111
C -18.31 2.67 6.83 -0.173
N -17.38 3.71 6.53 -0.169
C -16.17 3.13 5.97 -0.162
N -15.64 2.08 6.87 -0.146
C -16.64 1.10 7.23 -0.220
N -17.81 1.67 7.84 -0.148
C -17.52 2.25 9.13 -0.363
P -16.37 3.61 9.08 0.752
C -17.11 4.58 7.70 -0.283
C -15.05 2.70 8.05 -0.285
H -18.51 2.03 5.96 0.129
H -19.29 3.07 7.18 0.139
H -15.40 3.90 5.89 0.129
H -16.48 2.77 5.01 0.124
H -16.15 0.29 7.79 0.136
H -17.01 0.61 6.33 0.126
H -17.10 1.38 9.75 0.123
H -18.48 2.58 9.66 0.080
H -16.47 5.37 7.30 0.098
H -18.09 5.03 7.95 0.099
H -14.50 1.98 8.69 0.095
H -14.30 3.46 7.76 0.078
```

***

The following is a quantum chemistry calculation of a molecular structure, C5H10N2O in a non-equilibrium geometry, from the Open Molecules 2025 dataset.

Properties
ΔE to the lowest compared entry with this formula, charge and spin = 62.07 kcal per mole
HOMO = -0.2689 Eh
Total charge = 0
Orbital gap = 8.2 eV
E_LUMO = 0.87 eV

Geometry as XYZ:
```
18
Properties=species:S:1:pos:R:3:nbo_charge:R:1
C 1.76 -1.48 -0.64 -0.708
C -2.19 -0.13 -0.24 -0.643
N 1.23 0.26 1.45 -0.701
C 1.48 -0.04 -0.30 0.701
C -0.96 0.53 0.29 0.178
N -0.87 1.87 0.13 -0.799
C -0.01 -0.18 1.02 -0.140
O 1.92 0.89 -0.93 -0.586
H 1.31 1.27 1.57 0.346
H 0.02 2.30 0.33 0.393
H -1.38 2.29 -0.63 0.387
H -0.24 -1.21 1.25 0.199
H 2.76 -1.56 -1.07 0.243
H 1.67 -2.10 0.25 0.236
H 1.04 -1.82 -1.38 0.232
H -3.07 0.21 0.31 0.223
H -2.13 -1.21 -0.12 0.226
H -2.35 0.11 -1.30 0.214
```

***

The following is a quantum chemistry calculation of a molecular structure, C4H8NS in a non-equilibrium geometry, from the Open Molecules 2025 dataset.

Properties
ΔE to the lowest compared entry with this formula, charge and spin = 34.47 kcal per mole
HOMO = -0.4969 Eh
Total charge = +1
Orbital gap = 9.0 eV
E_LUMO = -4.47 eV

Geometry as XYZ:
```
14
Properties=species:S:1:pos:R:3:nbo_charge:R:1
C -0.39 -0.92 0.30 0.330
C -1.79 -1.18 0.27 -0.673
C -0.94 1.23 -0.10 -0.367
C 1.53 0.50 -0.08 -0.435
N 0.07 0.20 0.06 -0.300
S -2.59 0.35 -0.19 0.301
H 0.68 -1.86 0.21 0.269
H -2.21 -1.54 1.21 0.297
H -1.91 -2.03 -0.43 0.291
H -0.92 1.92 0.85 0.257
H -0.87 1.76 -1.07 0.260
H 1.77 0.23 -1.10 0.256
H 1.51 1.61 0.10 0.242
H 2.14 0.13 0.85 0.272
```

***

| no. | total energy (Ha) |
| --- | --- |
| 1 | -400.62221 |
| 2 | -3452.56557 |
| 3 | -381.18652 |
| 4 | -609.81501 |